Below is ITi as an isolated structure in a non-equilibrium geometry, with properties calculated with ωB97M-V with the def2-TZVPD basis set.

Element x y z (Å)
I  2.87  1.91  0.83
Ti  0.94  0.97  2.28

* charge: +3
* frontier orbital gap: 6.6 eV
* LUMO level: -22.010 eV

So, what does the Mulliken scheme give us? The charges, in e, come out as: atom 1 (I): 1.35, atom 2 (Ti): 1.65

=====

Below is C14H25GeN4PdS3 as an isolated structure in a non-equilibrium geometry, with properties calculated with ωB97M-V with the def2-TZVPD basis set.

Element x y z (Å)
Pd  -0.67  0.04  0.56
Ge  2.52  -0.09  -2.74
S  -0.32  -1.19  -1.58
S  -2.44  0.73  -0.97
S  1.04  0.06  2.38
N  -1.69  1.45  2.20
N  -0.78  -1.18  -5.43
N  -4.57  0.39  -3.84
N  -1.80  -1.36  2.06
C  -1.42  -0.78  -4.56
C  -0.79  -2.09  2.82
C  0.28  -1.22  3.47
C  -2.13  -0.24  -3.50
C  -2.37  0.75  3.29
C  3.90  1.02  -1.83
C  3.04  -2.00  -2.85
C  1.06  -0.04  -1.26
C  1.84  0.70  -4.42
C  -3.46  0.09  -3.69
C  -2.82  -0.64  2.83
C  -1.51  -0.02  -2.21
C  0.59  1.64  3.18
C  -0.62  2.37  2.59
H  3.55  2.04  -1.69
H  3.83  -2.11  -3.58
H  4.14  0.59  -0.86
H  2.20  -2.61  -3.16
H  3.41  -2.36  -1.89
H  -0.09  -0.70  4.35
H  -0.30  -2.79  2.12
H  2.70  0.88  -5.07
H  1.47  2.28  3.05
H  1.60  -0.40  -0.38
H  0.69  0.99  -1.15
H  -0.32  2.91  1.68
H  -1.26  -2.68  3.62
H  0.48  1.44  4.24
H  -3.13  -1.23  3.70
H  1.34  1.65  -4.25
H  -1.69  0.67  4.14
H  -3.26  1.30  3.63
H  -0.96  3.11  3.33
H  -3.69  -0.51  2.17
H  4.80  1.05  -2.42
H  1.10  -1.86  3.78
H  -2.38  1.94  1.63
H  1.17  0.02  -4.94
H  -2.27  -2.02  1.44

* multiplicity: 5
* charge: +1
* frontier orbital gap (spin up / spin down): 7.2 / 6.3 eV
* energy relative to the best compared isomer or geometry (same formula, charge and spin): 20.4 kJ/mol
* LUMO level (spin up / spin down): -2.457 / -5.529 eV

So, what does the Mulliken scheme give us? The charges, in e, come out as: atom 1 (Pd): 0.18, atom 2 (Ge): 0.47, atom 3 (S): -0.06, atom 4 (S): -0.45, atom 5 (S): -0.11, atom 6 (N): -0.06, atom 7 (N): -0.50, atom 8 (N): -0.38, atom 9 (N): 0.04, atom 10 (C): 0.20, atom 11 (C): -0.80, atom 12 (C): -0.65, atom 13 (C): 0.23, atom 14 (C): -0.73, atom 15 (C): -1.19, atom 16 (C): -1.16, atom 17 (C): -0.83, atom 18 (C): -1.10, atom 19 (C): -0.25, atom 20 (C): -0.84, atom 21 (C): 0.97, atom 22 (C): -0.66, atom 23 (C): -0.78, atom 24 (H): 0.37, atom 25 (H): 0.41, atom 26 (H): 0.37, atom 27 (H): 0.38, atom 28 (H): 0.35, atom 29 (H): 0.36, atom 30 (H): 0.42, atom 31 (H): 0.42, atom 32 (H): 0.43, atom 33 (H): 0.23, atom 34 (H): 0.66, atom 35 (H): 0.40, atom 36 (H): 0.30, atom 37 (H): 0.45, atom 38 (H): 0.30, atom 39 (H): 0.35, atom 40 (H): 0.29, atom 41 (H): 0.40, atom 42 (H): 0.32, atom 43 (H): 0.45, atom 44 (H): 0.39, atom 45 (H): 0.51, atom 46 (H): 0.29, atom 47 (H): 0.33, atom 48 (H): 0.26

=====

Below is C38H79AsF6O20PS8 as an isolated structure in a non-equilibrium geometry, with properties calculated with ωB97M-V with the def2-TZVPD basis set.

Element x y z (Å)
As  22.51  11.20  0.38
S  24.77  5.98  1.98
S  19.20  6.62  3.27
S  28.78  10.37  0.77
S  28.12  11.32  -4.28
S  22.66  17.94  3.42
S  21.81  16.45  -2.51
S  20.96  11.08  -6.09
S  15.87  9.90  -0.55
P  27.50  13.88  5.57
F  22.04  11.72  -1.20
F  21.62  9.67  0.08
F  24.04  10.60  -0.34
F  21.00  11.89  1.06
F  23.35  12.77  0.60
F  23.06  10.56  1.99
O  29.07  11.04  -3.19
O  21.57  18.92  3.72
O  28.56  11.63  -5.62
O  26.88  12.35  5.47
O  24.96  6.61  3.25
O  23.99  4.74  1.86
O  15.68  8.71  -1.39
O  22.04  11.94  -6.44
O  24.03  18.36  3.19
O  26.76  14.87  6.40
O  29.08  13.68  6.01
O  22.32  16.27  -3.87
O  22.63  17.15  -1.53
O  14.68  10.62  0.04
O  19.56  11.37  -6.45
O  29.89  10.51  1.72
O  27.57  14.27  4.01
O  28.50  9.09  0.12
O  19.19  5.57  4.26
O  18.28  6.56  2.07
C  30.07  14.47  8.06
C  25.69  12.13  -3.26
C  26.70  10.20  -4.35
C  28.02  12.87  0.42
C  22.22  16.62  2.12
C  24.17  7.13  0.58
C  20.89  10.90  -4.25
C  26.07  15.98  3.17
C  19.62  16.36  -1.22
C  18.35  10.34  0.45
C  25.00  10.92  4.79
C  26.36  5.78  1.11
C  26.78  12.24  1.03
C  26.01  5.88  -0.31
C  25.86  10.62  -3.13
C  25.27  7.21  -0.45
C  21.32  14.84  -1.80
C  27.07  12.76  -3.56
C  22.73  16.68  4.81
C  25.43  12.28  5.32
C  27.23  10.87  1.61
C  16.95  11.15  -1.47
C  29.49  13.29  7.33
C  18.39  10.72  -1.05
C  22.57  15.22  4.23
C  17.11  9.47  0.77
C  28.68  11.77  -0.36
C  20.20  9.08  3.42
C  19.07  8.30  4.11
C  21.02  8.53  -5.21
C  20.91  6.94  2.65
C  27.48  15.64  3.54
C  20.14  17.12  -2.46
C  21.37  9.28  -6.49
C  19.86  14.89  -1.30
C  21.37  9.47  -4.02
C  21.39  8.14  3.44
C  21.73  15.34  2.94
H  26.37  12.95  1.73
H  20.69  15.50  3.20
H  24.89  10.13  -3.20
H  18.05  8.66  4.23
H  20.36  10.03  3.91
H  22.32  8.58  3.09
H  26.15  10.42  -5.27
H  16.89  12.16  -1.07
H  23.55  17.00  5.46
H  27.47  10.89  2.67
H  21.24  14.25  -2.71
H  25.02  12.38  6.33
H  26.31  10.29  -2.20
H  23.59  14.86  4.09
H  25.11  13.05  4.62
H  20.88  8.94  -7.40
H  21.60  17.11  1.38
H  23.90  8.04  1.11
H  27.04  13.50  -4.36
H  27.78  13.74  -0.18
H  21.50  11.68  -3.78
H  27.87  16.23  4.37
H  23.16  16.43  1.59
H  27.93  11.45  -1.08
H  22.46  9.49  -3.99
H  18.61  9.80  -1.60
H  19.39  8.09  5.13
H  23.21  6.73  0.27
H  21.86  16.93  5.42
H  25.34  5.07  -0.58
H  19.97  8.24  -5.20
H  18.54  16.52  -1.21
H  30.19  12.48  7.17
H  28.69  13.14  1.24
H  25.08  10.15  5.56
H  24.00  10.77  4.38
H  29.29  15.21  8.24
H  21.53  7.58  -5.11
H  30.86  14.90  7.45
H  20.01  18.20  -2.45
H  28.01  15.86  2.62
H  20.94  8.97  -3.15
H  19.73  14.36  -0.36
H  24.80  7.38  -1.42
H  19.17  11.45  -1.19
H  25.92  16.87  2.55
H  27.19  9.23  -4.33
H  25.60  10.58  3.95
H  21.87  14.46  2.31
H  26.83  5.67  -1.01
H  25.87  8.09  -0.24
H  26.04  12.23  0.23
H  27.55  13.17  -2.67
H  18.45  11.21  1.10
H  29.67  11.98  -0.77
H  16.65  9.71  1.73
H  26.57  10.09  1.23
H  19.62  16.70  -3.32
H  25.48  16.18  4.06
H  25.17  12.48  -2.38
H  26.93  6.65  1.42
H  22.15  14.40  -1.24
H  19.19  14.50  -2.07
H  17.25  8.39  0.68
H  20.81  7.27  1.61
H  25.52  15.18  2.67
H  16.60  11.31  -2.48
H  19.83  11.01  -4.04
H  28.64  12.93  7.91
H  19.21  9.69  0.60
H  30.48  14.19  9.03
H  22.21  14.53  4.99
H  21.68  7.83  4.44
H  19.98  9.57  2.47
H  24.97  12.28  -4.07
H  20.00  16.64  -0.24
H  26.82  4.89  1.56
H  22.44  9.11  -6.65
H  21.41  5.99  2.80

* charge: -1
* frontier orbital gap: 10.1 eV
* energy relative to the best compared isomer or geometry (same formula, charge and spin): 324.3 kJ/mol
* LUMO level: 1.628 eV

Here are the Mulliken charges for atoms 1 to 99, given in e: atom 1 (As): 2.22, atom 2 (S): 1.12, atom 3 (S): 1.06, atom 4 (S): 1.04, atom 5 (S): 0.97, atom 6 (S): 1.11, atom 7 (S): 1.03, atom 8 (S): 1.13, atom 9 (S): 1.13, atom 10 (P): 0.77, atom 11 (F): -0.50, atom 12 (F): -0.51, atom 13 (F): -0.31, atom 14 (F): -0.64, atom 15 (F): -0.58, atom 16 (F): -0.56, atom 17 (O): -0.53, atom 18 (O): -0.70, atom 19 (O): -0.68, atom 20 (O): -0.31, atom 21 (O): -0.64, atom 22 (O): -0.67, atom 23 (O): -0.65, atom 24 (O): -0.63, atom 25 (O): -0.60, atom 26 (O): -0.77, atom 27 (O): -0.28, atom 28 (O): -0.70, atom 29 (O): -0.60, atom 30 (O): -0.68, atom 31 (O): -0.68, atom 32 (O): -0.73, atom 33 (O): -0.02, atom 34 (O): -0.59, atom 35 (O): -0.69, atom 36 (O): -0.63, atom 37 (C): -1.15, atom 38 (C): -0.36, atom 39 (C): -0.95, atom 40 (C): -0.87, atom 41 (C): -0.64, atom 42 (C): 0.09, atom 43 (C): 0.01, atom 44 (C): -0.63, atom 45 (C): -0.54, atom 46 (C): 0.81, atom 47 (C): -1.09, atom 48 (C): -0.71, atom 49 (C): 1.50, atom 50 (C): -0.82, atom 51 (C): 0.66, atom 52 (C): 0.10, atom 53 (C): -0.05, atom 54 (C): -0.60, atom 55 (C): -1.08, atom 56 (C): 0.44, atom 57 (C): -0.18, atom 58 (C): -0.95, atom 59 (C): -0.25, atom 60 (C): -0.10, atom 61 (C): 0.37, atom 62 (C): -0.89, atom 63 (C): 0.32, atom 64 (C): 0.49, atom 65 (C): -0.87, atom 66 (C): -0.95, atom 67 (C): -0.60, atom 68 (C): -0.56, atom 69 (C): -0.77, atom 70 (C): -0.75, atom 71 (C): -0.12, atom 72 (C): 0.15, atom 73 (C): -0.07, atom 74 (C): -0.10, atom 75 (H): -0.64, atom 76 (H): 0.36, atom 77 (H): -0.37, atom 78 (H): 0.45, atom 79 (H): 0.49, atom 80 (H): -0.25, atom 81 (H): 0.39, atom 82 (H): 0.39, atom 83 (H): 0.53, atom 84 (H): 0.43, atom 85 (H): -0.03, atom 86 (H): 0.31, atom 87 (H): -0.09, atom 88 (H): -0.77, atom 89 (H): -0.13, atom 90 (H): 0.45, atom 91 (H): 0.34, atom 92 (H): -0.35, atom 93 (H): 0.49, atom 94 (H): 0.56, atom 95 (H): -0.02, atom 96 (H): 0.30, atom 97 (H): 0.27, atom 98 (H): -0.86, atom 99 (H): -0.27

=====

Number 1: E_tot -1145.4765 hartree. Number 2: E_tot -4166.4719 hartree. Number 3: E_tot -9362.0978 hartree.